1.
Here is C19H23ClN2O2 in the gas phase from the OMol25 dataset. Energies are from the ωB97M-V functional and the def2-TZVPD basis.

Values from the calculation:
SMILES: COc1cc(CNc2ccc(N3CCCC3)cc2)cc(Cl)c1OC
Relative energy (zero: lowest compared OMol25 entry of this formula, charge and spin): 39.4 kcal/mol
Gap between HOMO and LUMO: 7.41 eV
Lowest unoccupied orbital energy: 0.02712 Ha

```
! wB97M-V def2-TZVPD RIJCOSX def2/J DEFGRID3
* xyz 0 1
C -6.07 -1.82 0.05
O -5.51 -0.54 -0.05
C -4.15 -0.40 0.05
C -3.29 -1.48 0.18
C -1.91 -1.32 0.26
C -1.00 -2.53 0.37
N 0.08 -2.54 -0.59
C 1.24 -1.79 -0.39
C 1.88 -1.20 -1.48
C 3.07 -0.52 -1.34
C 3.69 -0.39 -0.09
N 4.86 0.31 0.07
C 5.55 0.95 -1.03
C 6.72 1.66 -0.34
C 7.06 0.70 0.79
C 5.68 0.21 1.25
C 3.05 -0.98 1.00
C 1.86 -1.67 0.86
C -1.38 -0.05 0.22
C -2.23 1.04 0.09
Cl -1.57 2.63 0.04
C -3.62 0.90 0.02
O -4.30 2.08 -0.11
C -5.69 2.14 0.08
H -7.15 -1.67 -0.01
H -5.75 -2.47 -0.77
H -5.83 -2.30 1.01
H -3.69 -2.48 0.20
H -0.58 -2.57 1.38
H -1.59 -3.44 0.22
H -0.27 -2.44 -1.53
H 1.42 -1.27 -2.46
H 3.53 -0.09 -2.22
H 5.92 0.21 -1.76
H 4.89 1.65 -1.54
H 6.39 2.61 0.06
H 7.56 1.83 -1.02
H 7.65 -0.14 0.41
H 7.62 1.17 1.60
H 5.29 0.86 2.05
H 5.72 -0.82 1.63
H 3.47 -0.90 1.99
H 1.41 -2.12 1.73
H -0.31 0.12 0.27
H -5.93 3.20 0.06
H -6.23 1.63 -0.72
H -5.99 1.72 1.04
*
```

=====

2.
Here is a molecular structure, C20H36NOP2Pd in a non-equilibrium geometry from the OMol25 dataset. Energies are from the ωB97M-V functional and the def2-TZVPD basis.

Values from the calculation:
Relative energy (zero: lowest compared OMol25 entry of this formula, charge and spin): 73.3 kcal/mol
Gap between HOMO and LUMO (spin up / spin down): 5.78 / 6.48 eV
Lowest unoccupied orbital energy (spin up / spin down): -0.24592 / -0.32112 Ha

```
! wB97M-V def2-TZVPD RIJCOSX def2/J DEFGRID3
* xyz 2 6
P -1.44 -2.09 -3.49
P 0.15 1.23 -4.55
C -1.66 -0.91 -4.86
C -0.34 -0.35 -5.39
H -2.32 -0.11 -4.47
H -2.18 -1.42 -5.67
H 0.49 -1.06 -5.33
H -0.48 -0.09 -6.45
C -1.42 2.19 -4.96
H -1.19 3.27 -5.03
H -2.18 2.04 -4.19
H -1.81 1.85 -5.93
C 0.83 1.94 -6.19
H 0.02 1.95 -6.93
H 1.65 1.33 -6.60
H 1.17 2.97 -6.04
C -2.62 -3.43 -3.89
H -2.11 -4.38 -3.70
H -2.96 -3.37 -4.93
H -3.46 -3.33 -3.19
C 0.22 -2.85 -3.58
H 0.98 -2.08 -3.63
H 0.27 -3.48 -4.47
H 0.41 -3.47 -2.70
Pd -2.08 -1.19 -1.78
C 1.70 3.66 -3.27
C 0.63 2.82 -3.06
C 0.53 1.73 -1.92
C 1.68 0.73 -1.72
C 2.50 0.50 -2.89
C 2.26 0.98 -4.22
C 3.26 2.14 -4.48
C 3.09 3.27 -3.45
C -1.12 -2.75 -0.87
H 1.52 4.74 -3.14
H -0.34 3.33 -3.10
H -0.39 1.13 -2.11
H 0.28 2.22 -0.97
H 2.30 1.06 -0.87
H 1.25 -0.25 -1.40
H 3.50 0.07 -2.67
H 2.45 0.20 -4.98
H 3.19 2.56 -5.48
H 4.28 1.75 -4.39
H 3.51 2.91 -2.51
H 3.66 4.16 -3.74
H -0.12 -2.38 -0.61
H -1.13 -3.66 -1.47
H -1.73 -2.89 0.02
O -1.75 1.87 -0.02
N -1.68 0.75 0.62
C -2.67 -0.26 0.30
C -2.87 -1.18 1.37
C -1.84 -1.48 2.23
C -0.66 -0.72 2.19
C -0.63 0.42 1.42
H -3.56 0.21 -0.14
H -3.81 -1.75 1.40
H -1.92 -2.30 2.94
H 0.22 -0.98 2.78
H 0.24 1.09 1.44
*
```

=====

3.
Here is 5 unconnected molecules or ions with the total composition C8H24ClO8 in a non-equilibrium geometry from the OMol25 dataset. Energies are from the ωB97M-V functional and the def2-TZVPD basis.

Values from the calculation:
Relative energy (zero: lowest compared OMol25 entry of this formula, charge and spin): 48.2 kcal/mol
Gap between HOMO and LUMO: 8.47 eV
Lowest unoccupied orbital energy: 0.10739 Ha

```
! wB97M-V def2-TZVPD RIJCOSX def2/J DEFGRID3
* xyz -1 1
Cl 0.64 0.37 -1.03
C -0.25 -0.24 2.80
C 0.48 -1.57 2.59
O -0.33 -2.64 3.03
O -1.13 0.15 1.79
H 0.58 0.45 2.95
H -0.78 -0.21 3.75
H 1.37 -1.47 3.22
H 0.87 -1.65 1.58
H -1.16 -2.53 2.56
H -0.60 0.27 1.00
C 0.07 3.67 2.33
C 1.58 3.38 1.94
O 1.76 2.96 0.57
O -0.42 4.66 1.46
H -0.07 3.94 3.38
H -0.51 2.80 2.05
H 1.92 2.51 2.51
H 2.29 4.18 2.16
H 1.15 2.27 0.31
H -0.78 4.23 0.68
C -2.95 0.54 -2.87
C -4.18 1.48 -3.15
O -5.39 1.18 -2.48
O -2.93 0.06 -1.55
H -1.94 0.84 -3.15
H -3.00 -0.22 -3.65
H -4.37 1.61 -4.21
H -4.00 2.47 -2.73
H -5.38 1.47 -1.57
H -2.00 0.01 -1.33
C 2.45 -3.48 -0.92
C 3.48 -4.01 -1.94
O 4.27 -2.96 -2.33
O 1.61 -2.68 -1.77
H 2.77 -2.77 -0.16
H 1.85 -4.26 -0.44
H 2.92 -4.51 -2.73
H 4.15 -4.60 -1.31
H 5.13 -3.28 -2.04
H 0.82 -2.44 -1.27
*
```

=====

4.
Here is 8 unconnected molecules or ions with the total composition C37H87N3O8 in a non-equilibrium geometry from the OMol25 dataset. Energies are from the ωB97M-V functional and the def2-TZVPD basis.

Values from the calculation:
SMILES: CC1(C)CCCC(C)(C)N1O.CC1(C)CCCC(C)(C)N1O.CC1(C)CCCC(C)(C)N1O.CCO.CCO.CCO.CCO.CCO
Relative energy (zero: lowest compared OMol25 entry of this formula, charge and spin): 160.9 kcal/mol
Gap between HOMO and LUMO: 8.54 eV
Lowest unoccupied orbital energy: 0.01031 Ha

```
! wB97M-V def2-TZVPD RIJCOSX def2/J DEFGRID3
* xyz 0 1
C -3.14 -6.19 8.25
C -1.89 -5.80 7.35
C -0.79 -5.19 8.29
C -1.32 -7.12 6.68
C -0.25 -6.73 5.59
C -1.03 -6.05 4.48
C -1.66 -4.72 4.95
C -0.67 -3.55 4.91
C -2.69 -4.32 3.84
N -2.42 -5.02 6.21
O -3.01 -3.83 6.72
H -3.87 -6.79 7.70
H -2.72 -6.80 9.05
H -3.80 -5.37 8.51
H -0.34 -4.46 7.61
H -1.05 -4.73 9.24
H -0.12 -6.00 8.56
H -0.84 -7.65 7.51
H -2.19 -7.68 6.34
H 0.45 -5.99 5.96
H 0.23 -7.64 5.23
H -1.73 -6.85 4.23
H -0.32 -5.95 3.65
H 0.09 -3.67 5.69
H -1.16 -2.58 4.97
H -0.08 -3.63 4.00
H -3.01 -3.29 4.00
H -3.60 -4.91 3.79
H -2.25 -4.48 2.86
H -3.89 -3.96 6.35
C 10.85 -5.53 3.42
C 10.37 -5.69 1.99
C 11.48 -6.13 1.02
C 9.43 -6.95 1.91
C 8.09 -6.77 2.65
C 7.44 -5.57 1.75
C 8.29 -4.31 1.87
C 7.59 -3.33 0.81
C 8.17 -3.73 3.31
N 9.63 -4.56 1.44
O 10.46 -3.47 1.26
H 11.31 -4.54 3.44
H 10.24 -5.61 4.32
H 11.54 -6.35 3.62
H 11.20 -5.93 -0.02
H 12.36 -5.48 1.09
H 11.78 -7.17 0.97
H 9.18 -7.10 0.86
H 9.87 -7.84 2.38
H 7.57 -7.72 2.54
H 8.21 -6.45 3.68
H 6.44 -5.31 2.08
H 7.49 -5.89 0.71
H 8.13 -2.38 0.82
H 6.52 -3.24 0.68
H 7.96 -3.47 -0.20
H 7.12 -3.58 3.53
H 8.57 -2.71 3.31
H 8.68 -4.36 4.04
H 10.47 -3.29 0.31
C -5.89 8.77 1.11
C -5.07 9.68 1.96
C -5.88 10.89 2.56
C -4.48 8.84 3.13
C -3.41 7.79 2.75
C -2.36 8.45 1.83
C -2.87 9.32 0.70
C -1.57 9.95 0.14
C -3.36 8.49 -0.53
N -3.90 10.26 1.19
O -4.30 11.07 0.27
H -5.71 9.03 0.07
H -5.78 7.69 1.23
H -6.96 8.79 1.34
H -5.29 11.28 3.39
H -6.07 11.77 1.95
H -6.87 10.53 2.83
H -3.95 9.56 3.75
H -5.27 8.29 3.65
H -2.84 7.34 3.56
H -3.91 6.99 2.21
H -1.66 7.67 1.54
H -1.92 9.21 2.48
H -0.77 9.26 -0.13
H -1.23 10.75 0.80
H -1.82 10.33 -0.85
H -2.65 7.95 -1.16
H -3.84 9.11 -1.29
H -4.05 7.76 -0.10
H -4.14 11.91 0.72
C 5.15 -0.49 -8.49
C 4.25 -1.57 -7.85
O 3.00 -1.10 -8.14
H 5.38 0.36 -7.85
H 4.72 -0.06 -9.40
H 6.21 -0.70 -8.67
H 4.48 -1.70 -6.79
H 4.40 -2.54 -8.33
H 2.46 -0.75 -7.43
C -6.01 -3.34 -8.35
C -5.18 -2.70 -9.45
O -4.52 -1.62 -8.78
H -6.40 -4.31 -8.65
H -6.76 -2.68 -7.92
H -5.25 -3.56 -7.60
H -5.83 -2.42 -10.28
H -4.51 -3.38 -9.97
H -4.47 -0.93 -9.45
C -0.02 4.55 -9.29
C -0.88 5.51 -8.55
O -2.18 5.39 -9.08
H 1.04 4.71 -9.10
H 0.10 4.74 -10.35
H -0.39 3.53 -9.25
H -0.27 6.41 -8.58
H -0.99 5.23 -7.51
H -2.14 4.76 -9.81
C -8.90 2.10 -3.43
C -8.87 0.72 -2.86
O -10.01 0.59 -2.01
H -7.92 2.38 -3.81
H -9.07 2.83 -2.64
H -9.71 2.19 -4.16
H -8.00 0.58 -2.21
H -8.76 -0.07 -3.61
H -9.81 1.10 -1.22
C -0.95 1.76 -1.71
C -2.01 1.36 -2.75
O -1.37 1.09 -3.96
H -0.13 1.05 -1.63
H -1.48 1.53 -0.79
H -0.56 2.78 -1.74
H -2.71 2.20 -2.75
H -2.68 0.54 -2.50
H -1.98 0.61 -4.53
*
```